(1)
One molecule with the formula C2H7ISi at a distorted geometry. Source: the OMol25 dataset; level of theory: ωB97M-V/def2-TZVPD.

```
! wB97M-V def2-TZVPD RIJCOSX def2/J DEFGRID3
* xyz 0 1
C -0.4121 -1.6774 0.0109
Si 0.6057 0.3500 0.5464
C -0.2504 1.5804 -0.4403
I 2.9888 -0.1784 0.2216
H -1.4304 -1.6952 0.4187
H -0.5084 -1.7132 -1.1159
H 0.1739 -2.4626 0.4303
H 0.5053 0.1996 1.9238
H -0.0332 2.6535 -0.3619
H -0.3756 1.3498 -1.6109
H -1.2635 1.5935 -0.0228
*
```

**Gap between HOMO and LUMO**: 9.71 eV
**Max |F|**: 5.36 eV Å⁻¹
**Relative energy (zero: lowest compared OMol25 entry of this formula, charge and spin)**: 1.423 eV
**HOMO energy**: -9.0 eV

Need the natural (NBO) charges? In units of e they are: atom 1 (C): -0.9375, atom 2 (Si): 1.1245, atom 3 (C): -1.1964, atom 4 (I): -0.2380, atom 5 (H): 0.2049, atom 6 (H): 0.2096, atom 7 (H): 0.2112, atom 8 (H): -0.1834, atom 9 (H): 0.2634, atom 10 (H): 0.2793, atom 11 (H): 0.2624

---

(2)
C27H32IrN2O3S3 as an isolated structure at a distorted geometry. Source: the OMol25 dataset; level of theory: ωB97M-V/def2-TZVPD.

```
! wB97M-V def2-TZVPD RIJCOSX def2/J DEFGRID3
* xyz 1 5
Ir 1.1255 0.2652 1.0966
O -1.2422 0.7458 1.0802
S -2.4529 1.3644 0.4439
C -3.7247 0.0412 0.5497
C -3.2086 -1.2937 0.0152
C -3.4676 -2.4678 0.9674
C -2.5303 -2.5029 2.1680
S -0.7258 -2.9178 1.9450
O -0.0257 -1.5839 1.9777
C -0.7238 -3.6078 0.2823
C -0.2424 -2.9050 -0.8050
C -0.2705 -3.4899 -2.0620
C -0.7821 -4.7692 -2.2194
C -1.2383 -5.4805 -1.1176
C -1.1963 -4.9067 0.1427
C -2.2465 1.3049 -1.3492
C -1.0554 0.8683 -1.8954
C -0.9152 0.8046 -3.2737
C -1.9575 1.2063 -4.0946
C -3.1424 1.6708 -3.5378
C -3.2914 1.7232 -2.1617
H -4.5926 0.4119 0.0052
H -3.9804 -0.0089 1.6098
H -2.1360 -1.2167 -0.1565
H -3.6669 -1.5023 -0.9515
H -3.3972 -3.4002 0.4118
H -4.4907 -2.4113 1.3494
H -2.8760 -3.2339 2.9004
H -2.4686 -1.5273 2.6548
H 0.1429 -1.9074 -0.6696
H 0.1074 -2.9448 -2.9166
H -0.8221 -5.2185 -3.2027
H -1.6253 -6.4830 -1.2405
H -1.5286 -5.4657 1.0109
H -0.2375 0.5921 -1.2461
H 0.0126 0.4480 -3.7029
H -1.8475 1.1725 -5.1702
H -3.9494 2.0002 -4.1783
H -4.2161 2.0871 -1.7285
S 2.7251 -1.4706 0.2650
C 3.9539 -0.3432 0.7495
C 5.3251 -0.5650 0.6957
C 6.1635 0.4728 1.0653
C 5.6127 1.6873 1.4638
C 4.2358 1.8126 1.5091
N 3.4345 0.8095 1.1694
H 5.6970 -1.5269 0.3723
H 7.2373 0.3461 1.0388
H 6.2369 2.5235 1.7429
H 3.7565 2.7378 1.8089
O 1.5433 0.1865 3.4587
H 1.2283 0.9623 3.9421
H 0.9949 -0.5707 3.7160
C 2.3067 2.0000 -1.7087
C 1.5915 2.8321 -0.6904
C 1.3484 4.1933 -0.7036
C 0.6988 4.5144 0.5082
C 0.5651 3.3407 1.2295
C 0.0157 3.1692 2.6127
N 1.1071 2.3229 0.4886
H 1.8667 2.1109 -2.7014
H 2.2860 0.9457 -1.4235
H 3.3536 2.3049 -1.7867
H 1.6159 4.8620 -1.5067
H 0.3613 5.4827 0.8435
H -0.8443 3.8198 2.7683
H 0.7648 3.4426 3.3648
H -0.2960 2.1358 2.7768
*
```

**Gap between HOMO and LUMO (alpha / beta)**: 7.78 / 4.86 eV
**Max |F|**: 3.33 eV Å⁻¹
**Relative energy (zero: lowest compared OMol25 entry of this formula, charge and spin)**: 0.632 eV
**HOMO energy (alpha / beta)**: -9.7 / -9.8 eV

Need the natural (NBO) charges? In units of e they are: atom 1 (Ir): 1.1213, atom 2 (O): -1.0245, atom 3 (S): 1.2793, atom 4 (C): -0.5771, atom 5 (C): -0.4307, atom 6 (C): -0.4130, atom 7 (C): -0.5803, atom 8 (S): 1.2788, atom 9 (O): -1.0252, atom 10 (C): -0.2689, atom 11 (C): -0.2369, atom 12 (C): -0.1322, atom 13 (C): -0.2067, atom 14 (C): -0.1992, atom 15 (C): -0.2087, atom 16 (C): -0.2643, atom 17 (C): -0.2408, atom 18 (C): -0.1413, atom 19 (C): -0.2087, atom 20 (C): -0.1924, atom 21 (C): -0.2080, atom 22 (H): 0.2395, atom 23 (H): 0.2313, atom 24 (H): 0.2288, atom 25 (H): 0.2309, atom 26 (H): 0.2327, atom 27 (H): 0.2215, atom 28 (H): 0.2389, atom 29 (H): 0.2415, atom 30 (H): 0.2347, atom 31 (H): 0.2145, atom 32 (H): 0.2266, atom 33 (H): 0.2296, atom 34 (H): 0.2259, atom 35 (H): 0.2212, atom 36 (H): 0.2148, atom 37 (H): 0.2285, atom 38 (H): 0.2305, atom 39 (H): 0.2231, atom 40 (S): -0.2579, atom 41 (C): 0.0641, atom 42 (C): -0.2577, atom 43 (C): -0.1396, atom 44 (C): -0.2822, atom 45 (C): 0.0462, atom 46 (N): -0.5227, atom 47 (H): 0.2362, atom 48 (H): 0.2277, atom 49 (H): 0.2285, atom 50 (H): 0.1947, atom 51 (O): -0.9267, atom 52 (H): 0.4894, atom 53 (H): 0.5110, atom 54 (C): -0.6951, atom 55 (C): 0.3675, atom 56 (C): -0.2537, atom 57 (C): -0.2565, atom 58 (C): 0.3378, atom 59 (C): -0.6877, atom 60 (N): -0.6421, atom 61 (H): 0.2473, atom 62 (H): 0.2540, atom 63 (H): 0.2615, atom 64 (H): 0.2400, atom 65 (H): 0.2371, atom 66 (H): 0.2499, atom 67 (H): 0.2474, atom 68 (H): 0.2465

---

(3)
C20H30N3O2PSn as an isolated structure at a distorted geometry. Source: the OMol25 dataset; level of theory: ωB97M-V/def2-TZVPD.

```
! wB97M-V def2-TZVPD RIJCOSX def2/J DEFGRID3
* xyz 4 1
N 0.4144 2.8965 -0.2500
C 0.8768 3.9453 -0.4466
C 1.3466 5.2960 -0.6129
H 0.4780 5.9599 -0.7189
H 1.9832 5.3727 -1.5049
H 1.9229 5.5875 0.2768
N 3.3710 -2.2298 -1.1476
C 4.3659 -2.8316 -1.1809
C 5.5860 -3.5881 -1.2182
H 6.2741 -3.1376 -1.9461
H 5.3615 -4.6221 -1.5124
H 6.0371 -3.5717 -0.2186
N -2.0254 -2.0846 -0.5858
C -3.0225 -2.6653 -0.6020
C -4.2653 -3.4014 -0.5794
H -4.1822 -4.2057 0.1634
H -4.4546 -3.8245 -1.5741
H -5.0810 -2.7190 -0.3033
Sn 0.7578 -0.4641 -1.3424
C 0.8427 -2.2836 0.4923
O 1.0265 -3.1502 1.2143
C 2.5770 0.2585 0.3658
O 3.4452 0.3080 1.1199
C 1.3388 0.8942 -3.1588
C -0.0556 0.9539 -2.9645
C -0.8313 -0.2258 -3.0203
C -0.1988 -1.4704 -3.2218
C 1.1966 -1.5314 -3.4083
C 1.9659 -0.3475 -3.3820
H 1.9262 1.8103 -3.0881
H -0.5571 1.9081 -2.8442
H -1.9112 -0.1620 -2.9734
H -0.7992 -2.3748 -3.2168
H 1.6810 -2.5046 -3.4543
H 3.0531 -0.4025 -3.4048
C -3.1191 0.9257 0.3299
C -1.9809 1.5746 1.0988
P -0.5003 0.4912 1.3232
C 0.5332 1.4517 2.5218
C -0.1828 2.3455 3.5274
C -1.1412 -0.8436 2.4443
C -2.1305 -0.4596 3.5419
H -2.8314 0.6050 -0.6782
H -3.9425 1.6419 0.2261
H -3.5373 0.0495 0.8361
H -1.5987 2.4372 0.5275
H -2.3138 1.8936 2.0988
H 1.1657 0.7112 3.0325
H 1.1891 2.0681 1.8977
H -0.8086 1.7707 4.2156
H 0.5751 2.8808 4.1136
H -0.8174 3.0941 3.0408
H -1.5954 -1.5784 1.7668
H -0.2501 -1.3123 2.8865
H -2.9510 0.1739 3.1886
H -2.5733 -1.3791 3.9477
H -1.6331 0.0655 4.3617
*
```

**Gap between HOMO and LUMO (alpha / beta)**: 5.91 / 5.77 eV
**Max |F|**: 6.08 eV Å⁻¹
**HOMO energy (alpha / beta)**: -22.6 / -22.6 eV

Need the natural (NBO) charges? In units of e they are: atom 1 (N): -0.5788, atom 2 (C): 0.4804, atom 3 (C): -0.7628, atom 4 (H): 0.3111, atom 5 (H): 0.2956, atom 6 (H): 0.3064, atom 7 (N): -0.5914, atom 8 (C): 0.5219, atom 9 (C): -0.7645, atom 10 (H): 0.3059, atom 11 (H): 0.3093, atom 12 (H): 0.3088, atom 13 (N): -0.5794, atom 14 (C): 0.4864, atom 15 (C): -0.7590, atom 16 (H): 0.3064, atom 17 (H): 0.3040, atom 18 (H): 0.2982, atom 19 (Sn): 1.4370, atom 20 (C): 0.5369, atom 21 (O): -0.3282, atom 22 (C): 0.5320, atom 23 (O): -0.3223, atom 24 (C): -0.2497, atom 25 (C): -0.1930, atom 26 (C): -0.2365, atom 27 (C): -0.2191, atom 28 (C): -0.1875, atom 29 (C): -0.1766, atom 30 (H): 0.3261, atom 31 (H): 0.3205, atom 32 (H): 0.3282, atom 33 (H): 0.3319, atom 34 (H): 0.3338, atom 35 (H): 0.3301, atom 36 (C): -0.6209, atom 37 (C): -0.7807, atom 38 (P): 1.4628, atom 39 (C): -0.7642, atom 40 (C): -0.5936, atom 41 (C): -0.7747, atom 42 (C): -0.5921, atom 43 (H): 0.1935, atom 44 (H): 0.2812, atom 45 (H): 0.2266, atom 46 (H): 0.2866, atom 47 (H): 0.3146, atom 48 (H): 0.2617, atom 49 (H): 0.2671, atom 50 (H): 0.2375, atom 51 (H): 0.2972, atom 52 (H): 0.2353, atom 53 (H): 0.2703, atom 54 (H): 0.2605, atom 55 (H): 0.2314, atom 56 (H): 0.2956, atom 57 (H): 0.2422

---

(4)
A 2-piece molecular cluster, C5H11NO overall at a distorted geometry. Source: the OMol25 dataset; level of theory: ωB97M-V/def2-TZVPD.

```
! wB97M-V def2-TZVPD RIJCOSX def2/J DEFGRID3
* xyz 0 1
C -2.3067 0.2081 -1.8817
C -1.6583 0.5277 -0.7625
C -0.4960 -0.2629 -0.2726
C -0.5241 -1.5523 0.0824
N 0.6682 0.5255 -0.1120
C 1.8426 0.3579 -0.9017
H -2.1735 -0.7780 -2.3108
H -3.0101 0.8070 -2.4383
H -1.9064 1.4118 -0.1793
H 0.4471 -1.9370 0.3742
H -1.3895 -2.1525 -0.1546
H 0.4266 1.4487 0.1968
H 1.8731 0.7347 -1.9524
H 2.6728 0.8923 -0.4450
H 2.1910 -0.6657 -1.0295
O 0.9544 0.4761 3.9259
H 1.8451 0.2912 3.6078
H 0.5437 -0.3327 4.2533
*
```

**Gap between HOMO and LUMO**: 9.06 eV
**Max |F|**: 1.77 eV Å⁻¹
**Relative energy (zero: lowest compared OMol25 entry of this formula, charge and spin)**: 2.809 eV
**HOMO energy**: -8.2 eV

Need the natural (NBO) charges? In units of e they are: atom 1 (C): -0.3740, atom 2 (C): -0.2250, atom 3 (C): 0.1564, atom 4 (C): -0.4578, atom 5 (N): -0.6426, atom 6 (C): -0.4022, atom 7 (H): 0.1920, atom 8 (H): 0.1995, atom 9 (H): 0.2034, atom 10 (H): 0.2019, atom 11 (H): 0.2074, atom 12 (H): 0.3770, atom 13 (H): 0.1654, atom 14 (H): 0.1985, atom 15 (H): 0.2002, atom 16 (O): -0.9484, atom 17 (H): 0.4739, atom 18 (H): 0.4745

---

(5)
One molecule with the formula C4H5N3 at a distorted geometry. Source: the OMol25 dataset; level of theory: ωB97M-V/def2-TZVPD.

```
! wB97M-V def2-TZVPD RIJCOSX def2/J DEFGRID3
* xyz 0 1
C 0.2240 1.2855 -0.2639
N 1.4122 0.9661 0.1573
N 1.9969 -0.3862 0.0221
C 1.0302 -1.2147 -0.2481
N -0.4071 -1.0962 -0.4066
C -1.0460 -0.2660 0.7134
C -0.8217 0.2878 -0.7120
H 0.0264 2.3796 -0.1684
H 1.3957 -2.1844 -0.2332
H -0.3910 0.3068 1.4101
H -2.0381 -0.7085 1.2650
H -1.3815 0.6301 -1.5356
*
```

**Gap between HOMO and LUMO**: 9.90 eV
**Max |F|**: 4.64 eV Å⁻¹
**Relative energy (zero: lowest compared OMol25 entry of this formula, charge and spin)**: 5.281 eV
**HOMO energy**: -9.5 eV

Need the natural (NBO) charges? In units of e they are: atom 1 (C): 0.0593, atom 2 (N): -0.3218, atom 3 (N): -0.2453, atom 4 (C): 0.2303, atom 5 (N): -0.4145, atom 6 (C): -0.2416, atom 7 (C): -0.1583, atom 8 (H): 0.2155, atom 9 (H): 0.1784, atom 10 (H): 0.2286, atom 11 (H): 0.2352, atom 12 (H): 0.2341

---

(6)
C39H43N2O4PSSe2Zr as an isolated structure at a distorted geometry. Source: the OMol25 dataset; level of theory: ωB97M-V/def2-TZVPD.

```
! wB97M-V def2-TZVPD RIJCOSX def2/J DEFGRID3
* xyz 0 1
Zr -0.4861 -0.0417 -0.0750
C 1.0610 0.4777 3.9335
C 0.0771 -0.6423 3.7085
C -1.2450 -0.5416 4.1114
C -2.1257 -1.6118 3.9737
C -3.5346 -1.4867 4.4838
C -1.6740 -2.7811 3.3803
C -0.3659 -2.8971 2.9223
C 0.0741 -4.1450 2.2017
C 0.5089 -1.8361 3.1279
H 1.1974 1.0570 3.0190
H 2.0333 0.0769 4.2227
H 0.7121 1.1516 4.7151
H -1.5931 0.3769 4.5720
H -4.0803 -0.7320 3.9134
H -3.5302 -1.1740 5.5290
H -4.0700 -2.4303 4.3969
H -2.3580 -3.6111 3.2484
H 0.0815 -5.0072 2.8703
H 1.0749 -4.0248 1.7872
H -0.6165 -4.3656 1.3843
H 1.5637 -1.9628 2.9098
O -3.7809 -3.4819 -4.6267
C -2.8595 -4.3087 -4.4173
O -2.5830 -5.4199 -4.8330
C -2.0041 -3.5086 -3.4007
C -1.0970 -2.5442 -3.8649
C -0.6640 -1.5426 -3.0348
N -1.0398 -1.4362 -1.7484
C -1.9174 -2.3694 -1.2902
C -2.4032 -3.3924 -2.0588
C -2.3591 -2.1731 0.1361
O -3.3140 -2.7390 0.5976
O -1.6250 -1.2897 0.7886
H -0.7537 -2.5739 -4.8902
H 0.0192 -0.7870 -3.4007
H -3.1042 -4.0909 -1.6227
Se 0.9929 1.3598 -1.8889
P 2.3837 -0.2665 -1.4842
Se 1.6814 -1.6181 0.0769
C 3.9708 0.3526 -0.8343
C 4.1666 1.6958 -0.5472
C 5.3437 2.0971 0.0698
C 6.3128 1.1615 0.3943
C 6.1144 -0.1822 0.1009
C 4.9428 -0.5916 -0.5096
C 2.7994 -1.1086 -3.0429
C 2.9193 -0.3456 -4.2018
C 3.2196 -0.9678 -5.4015
C 3.4022 -2.3444 -5.4450
C 3.2874 -3.0986 -4.2873
C 2.9839 -2.4848 -3.0819
H 3.3992 2.4186 -0.7986
H 5.4962 3.1418 0.3060
H 7.2266 1.4765 0.8806
H 6.8672 -0.9139 0.3622
H 4.7683 -1.6423 -0.7088
H 2.7568 0.7244 -4.1592
H 3.3007 -0.3807 -6.3066
H 3.6268 -2.8280 -6.3861
H 3.4226 -4.1712 -4.3234
H 2.8718 -3.0778 -2.1821
C -3.7100 0.0313 -2.6969
S -2.5251 1.1481 -1.8933
C -3.7025 2.3302 -1.1818
H -4.3072 0.6118 -3.3956
H -4.3372 -0.4361 -1.9406
H -3.1669 -0.7315 -3.2514
H -4.5625 1.7824 -0.8028
H -4.0037 3.0400 -1.9486
H -3.2079 2.8500 -0.3662
C -0.4238 4.4248 -0.3699
N 0.6683 4.4111 0.5882
C 0.6562 5.6346 1.3706
C 0.7528 3.1790 1.3873
C -0.5825 2.6651 1.8915
C -1.1914 3.3492 2.9423
C -2.4885 3.0513 3.3262
C -3.1813 2.0526 2.6603
C -2.5521 1.3329 1.6576
C -1.2324 1.5995 1.2344
H -0.2622 5.2417 -1.0759
H -1.4050 4.5743 0.1075
H -0.4499 3.4905 -0.9283
H 0.8418 6.4711 0.6943
H 1.4558 5.6084 2.1110
H -0.3005 5.8182 1.8827
H 1.4309 3.3891 2.2181
H 1.2308 2.4158 0.7644
H -0.6409 4.1164 3.4740
H -2.9574 3.5938 4.1376
H -4.2000 1.8190 2.9457
H -3.1221 0.5381 1.1868
*
```

**Gap between HOMO and LUMO**: 7.23 eV
**Max |F|**: 2.00 eV Å⁻¹
**HOMO energy**: -7.9 eV

Need the natural (NBO) charges? In units of e they are: atom 1 (Zr): 1.8395, atom 2 (C): -0.6229, atom 3 (C): -0.0127, atom 4 (C): -0.2274, atom 5 (C): 0.0239, atom 6 (C): -0.6280, atom 7 (C): -0.2157, atom 8 (C): -0.0049, atom 9 (C): -0.6350, atom 10 (C): -0.2141, atom 11 (H): 0.2107, atom 12 (H): 0.2170, atom 13 (H): 0.2192, atom 14 (H): 0.2103, atom 15 (H): 0.2167, atom 16 (H): 0.2165, atom 17 (H): 0.2193, atom 18 (H): 0.2154, atom 19 (H): 0.2271, atom 20 (H): 0.2083, atom 21 (H): 0.2215, atom 22 (H): 0.2019, atom 23 (O): -0.7036, atom 24 (C): 0.7416, atom 25 (O): -0.6756, atom 26 (C): 0.0219, atom 27 (C): -0.2504, atom 28 (C): 0.0448, atom 29 (N): -0.6403, atom 30 (C): 0.0572, atom 31 (C): -0.1576, atom 32 (C): 0.7702, atom 33 (O): -0.5369, atom 34 (O): -0.8462, atom 35 (H): 0.2374, atom 36 (H): 0.2191, atom 37 (H): 0.2480, atom 38 (Se): -0.3720, atom 39 (P): 1.0242, atom 40 (Se): -0.3298, atom 41 (C): -0.3094, atom 42 (C): -0.2237, atom 43 (C): -0.1924, atom 44 (C): -0.1897, atom 45 (C): -0.2047, atom 46 (C): -0.2017, atom 47 (C): -0.4410, atom 48 (C): -0.1384, atom 49 (C): -0.2067, atom 50 (C): -0.1823, atom 51 (C): -0.1989, atom 52 (C): -0.1816, atom 53 (H): 0.2376, atom 54 (H): 0.2215, atom 55 (H): 0.2209, atom 56 (H): 0.2225, atom 57 (H): 0.2212, atom 58 (H): 0.2218, atom 59 (H): 0.2227, atom 60 (H): 0.2252, atom 61 (H): 0.2279, atom 62 (H): 0.2313, atom 63 (C): -0.7208, atom 64 (S): 0.2714, atom 65 (C): -0.7309, atom 66 (H): 0.2365, atom 67 (H): 0.2276, atom 68 (H): 0.2584, atom 69 (H): 0.2269, atom 70 (H): 0.2295, atom 71 (H): 0.2486, atom 72 (C): -0.4098, atom 73 (N): -0.4383, atom 74 (C): -0.4109, atom 75 (C): -0.2395, atom 76 (C): -0.0216, atom 77 (C): -0.2374, atom 78 (C): -0.1938, atom 79 (C): -0.2345, atom 80 (C): -0.1842, atom 81 (C): -0.5943, atom 82 (H): 0.2036, atom 83 (H): 0.1680, atom 84 (H): 0.1967, atom 85 (H): 0.2005, atom 86 (H): 0.1981, atom 87 (H): 0.1676, atom 88 (H): 0.2067, atom 89 (H): 0.2011, atom 90 (H): 0.2119, atom 91 (H): 0.2154, atom 92 (H): 0.2152, atom 93 (H): 0.2115